Entry 1:
# C15H12ClN3O

C15H12ClN3O in the gas phase (ωB97M-V/def2-TZVPD, the Open Molecules 2025 dataset).

Output
**Charge**: 0
**Electronic energy**: -34786.996 eV
**HOMO-LUMO gap**: 7.046 eV
**SMILES**: O=C1N=Nc2c3c(nc4c(Cl)ccc1c24)CCCCC3
**E_HOMO**: -9.1 eV

Geometry (Å):
O 4.0098 -2.3132 -2.0192
C 3.1449 -1.6987 -1.4170
N 2.0677 -2.4249 -1.0676
N 1.1016 -1.9755 -0.3651
C 1.0096 -0.5782 0.0213
C 0.0383 0.0049 0.7994
C 0.1444 1.3747 1.1849
N 1.3339 1.9614 0.8819
C 2.2658 1.4552 0.2011
C 3.3547 2.1613 -0.0052
Cl 3.3525 3.8430 0.6023
C 4.4723 1.7395 -0.6922
C 4.4753 0.3795 -1.1073
C 3.2897 -0.3494 -0.9407
C 2.1810 0.1869 -0.2449
C -0.8207 2.1989 1.9979
C -2.2596 1.7865 2.1487
C -2.8242 0.9391 1.0457
C -2.4778 -0.5593 0.9277
C -1.0530 -0.8227 1.3850
H 5.3409 2.3439 -0.8162
H 5.3721 -0.0541 -1.6362
H -0.4858 2.3412 2.9645
H -0.6539 3.2338 1.4782
H -2.3738 1.2772 3.0831
H -2.8782 2.7320 2.1929
H -2.6754 1.3412 0.0028
H -3.9212 1.0188 1.1747
H -2.7207 -0.9437 -0.0179
H -3.1073 -1.0863 1.5620
H -0.7616 -1.7861 1.1702
H -1.0076 -0.7933 2.4389

=====

Entry 2:
# C2H4NO2P

A molecular structure, C2H4NO2P (ωB97M-V/def2-TZVPD, the Open Molecules 2025 dataset).

Output
**Energy above the lowest of the compared OMol25 structures with the same formula, charge and spin**: 81.21 kcal/mol
**Charge**: 0
**Electronic energy**: -17009.888 eV
**HOMO-LUMO gap**: 10.280 eV
**E_HOMO**: -10.1 eV

Geometry (Å):
C -0.3337 -0.4610 0.7533
C -0.3005 -0.4200 -0.7733
N -0.9088 0.6436 0.0581
O 2.4424 -0.9957 0.0042
O 1.5845 1.4445 0.0865
P 1.3109 -0.0391 0.0220
H -0.9131 -1.3331 1.3582
H -1.0006 -1.0341 -1.4039
H -1.8727 0.8744 -0.0415
H -0.0085 1.3205 -0.0635

=====

Entry 3:
# C35H38O11P2S4Ti

A molecular structure, C35H38O11P2S4Ti (ωB97M-V/def2-TZVPD, the Open Molecules 2025 dataset).

Output
**Energy above the lowest of the compared OMol25 structures with the same formula, charge and spin**: 0.00 kcal/mol
**Charge**: -2
**Electronic energy**: -144474.026 eV
**HOMO-LUMO gap (spin up / spin down)**: 3.210 / 6.924 eV
**2S+1**: 3
**E_HOMO (spin up / spin down)**: 0.7 / -3.0 eV

Geometry (Å):
Ti 0.1180 0.4173 -0.2890
O -2.6919 1.8210 -1.2304
S -2.4435 1.2233 0.0762
O -3.5542 1.3133 0.9936
O -1.1548 1.7813 0.6508
O -1.9601 -0.2188 -0.1027
O 1.9183 3.0957 1.8182
S 2.0072 2.1498 0.7340
O 1.1628 2.4022 -0.4555
O 1.5196 0.7666 1.1735
C 3.6291 1.9946 0.2138
C 4.6403 2.4147 1.1005
C 5.9731 2.2208 0.8471
C 6.3682 1.5458 -0.3517
C 5.3897 1.1042 -1.2219
C 4.0260 1.2811 -0.9945
S 2.9527 0.7126 -2.2481
O 3.6733 -0.3229 -2.9797
O 2.4591 1.7881 -3.0779
O 1.7973 0.0517 -1.5144
H 4.3288 2.9236 2.0047
H 6.7119 2.5849 1.5526
H 7.4144 1.3870 -0.5862
H 5.6771 0.5828 -2.1272
C 6.5550 -1.0789 2.2953
C 5.3111 -1.5064 1.5668
C 4.0673 -1.4672 2.1903
C 2.9112 -1.7889 1.4980
C 3.0173 -2.1570 0.1682
C 4.2377 -2.1816 -0.4891
C 5.3837 -1.8751 0.2258
S 1.5434 -2.4707 -0.7801
C 1.2191 -4.1432 -0.2003
O 0.4222 -1.7183 -0.0881
H 6.3550 -0.9145 3.3545
H 6.9189 -0.1423 1.8682
H 7.3453 -1.8282 2.2048
H 3.9951 -1.1302 3.2182
H 1.9362 -1.6784 1.9541
H 4.2778 -2.3584 -1.5564
H 6.3387 -1.8459 -0.2851
H 1.9987 -4.8021 -0.5815
H 0.2521 -4.4315 -0.6089
H 1.1966 -4.1536 0.8887
C 0.3419 -1.1184 4.3178
P -0.8114 -0.6999 2.9278
C -2.0156 -2.0773 3.1026
C -1.6671 0.6948 3.7428
C -2.9330 0.6366 4.3143
C -3.4993 1.7640 4.8958
C -2.8038 2.9627 4.9108
C -1.5452 3.0350 4.3264
C -0.9858 1.9141 3.7360
H -0.1692 -1.1821 5.2821
H 1.1105 -0.3456 4.3674
H 0.8382 -2.0705 4.1115
H -2.3529 -2.2500 4.1289
H -1.5378 -2.9842 2.7267
H -2.8733 -1.8687 2.4611
H -3.5018 -0.2841 4.2863
H -4.4961 1.7066 5.3183
H -3.2514 3.8466 5.3509
H -1.0082 3.9749 4.2943
H -0.0328 2.0002 3.2236
C -2.7274 -0.5231 -3.0947
P -0.9491 -0.1417 -2.8880
C -0.1761 -1.6453 -3.5867
C 1.0481 -1.5617 -4.2490
C 1.7222 -2.7092 -4.6342
C 1.1839 -3.9621 -4.3675
C -0.0400 -4.0578 -3.7178
C -0.7146 -2.9070 -3.3308
C -0.6855 1.0859 -4.2103
C -0.4169 2.3905 -3.8073
C -0.2487 3.3903 -4.7552
C -0.3409 3.0932 -6.1064
C -0.6032 1.7908 -6.5152
C -0.7753 0.7932 -5.5684
H -2.9165 -1.0012 -4.0587
H -3.2633 0.4200 -3.0150
H -3.0592 -1.1556 -2.2724
H 1.5031 -0.5994 -4.4370
H 2.6867 -2.6134 -5.1170
H 1.7164 -4.8596 -4.6615
H -0.4708 -5.0299 -3.5030
H -1.6579 -2.9961 -2.8049
H -0.3184 2.6190 -2.7530
H -0.0188 4.3964 -4.4289
H -0.1928 3.8729 -6.8449
H -0.6636 1.5502 -7.5706
H -0.9647 -0.2258 -5.8903

=====

Entry 4:
# C19H21NO5

C19H21NO5 in the gas phase (ωB97M-V/def2-TZVPD, the Open Molecules 2025 dataset).

Output
**Energy above the lowest of the compared OMol25 structures with the same formula, charge and spin**: 41.97 kcal/mol
**Charge**: 0
**Electronic energy**: -31771.345 eV
**HOMO-LUMO gap**: 8.969 eV
**SMILES**: COc1ccc([C@@H](OC(=O)c2ccco2)C(=O)NC2CCCC2)cc1
**E_HOMO**: -8.5 eV

Geometry (Å):
C -6.5987 -0.9778 0.2384
O -5.5435 -1.0626 -0.6878
C -4.2670 -0.9206 -0.2371
C -3.9086 -0.7180 1.0908
C -2.5726 -0.5932 1.4334
C -1.5807 -0.6658 0.4702
C -0.1367 -0.4938 0.8380
O 0.6217 -1.5459 0.2175
C 1.7547 -1.9301 0.8062
O 2.2285 -1.4029 1.7900
C 2.3409 -3.0704 0.1043
C 1.8888 -3.7817 -0.9835
C 2.8548 -4.7758 -1.2250
C 3.8184 -4.5978 -0.2717
O 3.5178 -3.5775 0.5293
C 0.4000 0.8824 0.3398
O -0.1848 1.5380 -0.4917
N 1.5468 1.2251 0.9489
C 2.3191 2.4169 0.6353
C 1.4984 3.7186 0.7741
C 1.4412 4.3207 -0.6299
C 2.7537 3.8695 -1.2620
C 2.8533 2.4156 -0.8116
C -1.9414 -0.8612 -0.8587
C -3.2665 -0.9921 -1.2085
H -6.6211 -0.0022 0.7346
H -6.5368 -1.7686 0.9933
H -7.5111 -1.1066 -0.3418
H -4.6547 -0.6547 1.8671
H -2.3079 -0.4343 2.4692
H 0.0052 -0.5528 1.9251
H 0.9814 -3.6011 -1.5212
H 2.8400 -5.5191 -1.9951
H 4.7325 -5.1242 -0.0771
H 1.9746 0.5449 1.5657
H 3.1497 2.4219 1.3452
H 0.5047 3.5117 1.1656
H 2.0040 4.3984 1.4607
H 1.3272 5.4034 -0.6127
H 0.6060 3.8821 -1.1746
H 3.5867 4.4485 -0.8579
H 2.7559 3.9675 -2.3462
H 2.1956 1.8024 -1.4273
H 3.8645 2.0153 -0.8742
H -1.1727 -0.9081 -1.6129
H -3.5611 -1.1438 -2.2347

=====

Entry 5:
# C7H5Cl2IN2

A molecular structure, C7H5Cl2IN2 (ωB97M-V/def2-TZVPD, the Open Molecules 2025 dataset).

Output
**Charge**: 0
**Electronic energy**: -43464.270 eV
**HOMO-LUMO gap**: 8.697 eV
**E_HOMO**: -9.7 eV

Geometry (Å):
C -1.0093 -1.9032 0.5093
C -0.2139 -1.5244 -0.7006
Cl -0.4685 -2.6049 -2.0083
C 0.6450 -0.4985 -0.8124
Cl 1.5209 -0.2816 -2.2829
C 0.8885 0.5587 0.2622
I 1.7493 -0.3219 2.0522
C 1.8932 1.5474 -0.1415
N 2.6776 2.3210 -0.4588
C -0.3879 1.3480 0.6394
C -0.9481 2.0487 -0.5192
N -1.4225 2.6086 -1.4039
H -2.0573 -1.9984 0.2260
H -0.8959 -1.2140 1.3323
H -0.6844 -2.8877 0.8497
H -0.1301 2.0928 1.3950
H -1.1566 0.7094 1.0616

=====

Entry 6:
# C7H2Cl4NO4

2 unconnected molecules or ions with the total composition C7H2Cl4NO4 (ωB97M-V/def2-TZVPD, the Open Molecules 2025 dataset).

Output
**Energy above the lowest of the compared OMol25 structures with the same formula, charge and spin**: 0.00 kcal/mol
**Charge**: -1
**Electronic energy**: -67058.192 eV
**HOMO-LUMO gap**: 4.042 eV
**E_HOMO**: -3.4 eV

Geometry (Å):
Cl 2.7175 -0.6206 1.0706
C 1.2636 0.2736 1.0923
C 1.2647 1.6329 1.2033
Cl 2.7140 2.5264 1.3098
C -0.0016 2.4287 1.2434
O -0.0026 3.6548 1.3092
C -1.2663 1.6305 1.2026
Cl -2.7174 2.5214 1.3079
C -1.2627 0.2712 1.0920
Cl -2.7149 -0.6257 1.0701
C 0.0012 -0.5156 0.9890
O 0.0024 -1.7355 0.8330
C 0.0010 -2.5600 -2.0283
N -0.0002 -1.3299 -2.5244
O -1.1067 -0.7457 -2.7560
O 1.1052 -0.7467 -2.7637
H 0.9566 -3.0301 -1.8282
H -0.9538 -3.0297 -1.8227

=====

Entry 7:
# C7H10N4O2PS

A gas-phase ion, C7H10N4O2PS (charge +1) (ωB97M-V/def2-TZVPD, the Open Molecules 2025 dataset).

Output
**Energy above the lowest of the compared OMol25 structures with the same formula, charge and spin**: 66.46 kcal/mol
**Charge**: +1
**Electronic energy**: -37590.334 eV
**HOMO-LUMO gap**: 7.195 eV
**SMILES**: C[N+](=C=C(C#N)C#N)CCN=P(O)(O)S
**E_HOMO**: -12.7 eV

Geometry (Å):
C -0.0231 -1.6591 -1.8186
N -0.9451 -0.7197 -1.1183
C -1.5618 -1.0545 -0.0620
C -2.1425 -1.0361 1.0978
C -3.3215 -1.6798 1.4615
N -4.1429 -2.3064 1.9615
C -1.3543 -0.5064 2.1838
N -0.7252 0.0813 2.9371
C -0.9650 0.5639 -1.8092
C 0.2423 1.4880 -1.4221
N 0.5203 1.7984 -0.0223
P 1.7300 1.2839 0.8499
O 1.5526 1.6089 2.3614
O 3.1344 1.8438 0.3923
S 1.8451 -0.8606 0.9416
H -0.5089 -1.6993 -2.8548
H 1.0866 -1.3013 -1.6534
H 0.0547 -2.4990 -1.2603
H -1.9663 0.8711 -1.5459
H -0.9381 0.4227 -2.8308
H 1.0991 0.9919 -1.8094
H -0.1206 2.4660 -1.7027
H 1.0421 0.9402 2.8368
H 3.7404 2.2446 0.9676
H 2.6677 -1.2826 1.9186

=====

Entry 8:
# C12H34BN3OSi2

2 unconnected molecules or ions with the total composition C12H34BN3OSi2 (ωB97M-V/def2-TZVPD, the Open Molecules 2025 dataset).

Output
**Charge**: 0
**Electronic energy**: -35946.047 eV
**HOMO-LUMO gap**: 4.556 eV
**E_HOMO**: -5.9 eV

Geometry (Å):
C 2.0701 -2.1352 -1.1758
C 1.9645 -3.2502 -0.0914
B 1.0682 -4.4507 -0.5472
O 1.6317 -5.4064 -1.3283
C -0.4871 -4.6410 -0.1607
C -1.4614 -4.9514 -1.3330
N -2.1314 -3.7896 -1.8880
C -1.5134 -2.5302 -1.5436
C -1.5436 -2.2897 -0.0505
N -0.9901 -3.4984 0.6971
H 1.6464 -2.4380 -2.1344
H 3.1134 -1.8939 -1.3613
H 1.5837 -1.2127 -0.8662
H 2.9637 -3.6496 0.0876
H 1.6632 -2.7987 0.8607
H 1.1572 -6.2438 -1.4211
H -0.5077 -5.5173 0.4968
H -2.2148 -5.6666 -1.0013
H -0.8724 -5.4627 -2.1014
H -3.1283 -3.7951 -1.7338
H -0.4865 -2.5352 -1.9109
H -2.0098 -1.6893 -2.0237
H -1.0027 -1.4046 0.2739
H -2.5750 -2.1612 0.2734
H -1.7150 -3.8413 1.3238
H -0.2268 -3.1816 1.2945
C -1.8316 1.2278 -0.7879
Si -0.4493 2.4880 -0.4396
C -0.5687 3.7791 -1.8227
C 1.1415 1.4888 -0.8014
N -0.6066 3.0200 1.1109
Si 0.3374 4.0810 1.9785
C 0.4396 5.8357 1.2585
C 2.1458 3.5301 2.2127
C -0.3540 4.2858 3.7293
H -1.7388 0.7987 -1.7951
H -1.7261 0.4266 -0.0509
H -2.8265 1.6637 -0.6860
H -0.6950 3.3268 -2.8123
H 0.3315 4.3986 -1.8586
H -1.4211 4.4365 -1.6381
H 1.3156 0.7729 0.0097
H 2.0162 2.1418 -0.8552
H 1.0865 0.9388 -1.7499
H 1.0434 5.8608 0.3465
H 0.8862 6.5414 1.9665
H -0.5617 6.1950 1.0087
H 2.1798 2.4866 2.5389
H 2.6624 4.1361 2.9639
H 2.7132 3.6112 1.2806
H -0.3787 3.3188 4.2391
H -1.3769 4.6677 3.6827
H 0.2401 4.9761 4.3361